[1]
10 unconnected molecules or ions with the total composition C29H43F12N4O12, computed with wB97M-V/def2-TZVPD.

```
100
Properties=species:S:1:pos:R:3:lowdin_charge:R:1
C 1.49813 -0.18829 -2.23444 -0.157
C 0.67481 -0.64787 -1.03374 -0.601
O 1.02130 -1.88527 -0.47900 -0.437
H 1.20396 0.83876 -2.45056 0.036
H 1.27035 -0.77130 -3.12680 0.047
H 2.55269 -0.08421 -1.97914 0.047
H -0.35187 -0.74808 -1.38585 0.048
H 0.63870 0.22640 -0.38379 0.051
C -2.65673 4.48948 0.39962 -0.041
C -1.43189 5.45193 0.19915 -0.162
O -1.77984 6.83783 0.42514 0.032
C -0.92556 7.80788 0.43007 -0.386
O 0.26310 7.77654 0.08918 0.132
C -1.66279 9.10970 0.85633 -0.589
F -1.10677 10.21743 0.37305 0.175
F -2.95365 9.11105 0.58995 0.181
F -1.57473 9.15021 2.16945 0.177
H -3.34987 4.89837 -0.33554 0.071
H -3.03324 4.59396 1.41717 0.072
H -2.40369 3.44680 0.20759 0.081
H -1.04584 5.46238 -0.82014 0.128
H -0.65862 5.08422 0.87364 0.126
C 0.40292 -4.67535 5.39273 -0.056
C 1.70734 -3.87945 5.07770 -0.203
O 2.76762 -4.22158 5.94936 0.003
C 3.29347 -3.29607 6.84229 -0.261
O 2.95648 -2.08691 6.79608 0.105
C 4.39956 -3.81824 7.78850 -0.498
F 4.30346 -3.28862 9.03498 0.154
F 4.52086 -5.18536 7.81254 0.133
F 5.55196 -3.41191 7.26347 0.165
H -0.43920 -4.52741 4.71669 0.075
H 0.04128 -4.21644 6.31290 0.066
H 0.41593 -5.73856 5.63255 0.075
H 1.50713 -2.80901 5.12457 0.115
H 1.94047 -4.14848 4.04747 0.123
C -3.08530 1.24332 -5.30029 -0.071
C -4.29339 1.19801 -4.44069 -0.211
O -5.47102 1.37589 -5.28713 -0.030
C -6.25267 0.29790 -5.79464 -0.254
O -6.09595 -0.90665 -5.55065 0.120
C -7.29816 0.69552 -6.90064 -0.560
F -7.31660 2.01068 -7.09007 0.167
F -6.98807 0.08147 -8.05552 0.162
F -8.50776 0.29268 -6.53246 0.174
H -3.26539 0.57106 -6.13918 0.084
H -2.24377 0.90821 -4.69398 0.091
H -2.92515 2.20147 -5.79467 0.083
H -4.27213 1.95300 -3.65478 0.125
H -4.35686 0.19566 -4.01715 0.117
C 4.94595 3.19302 -1.82693 -0.047
C 6.02287 2.97287 -2.90574 -0.209
O 5.56426 1.96092 -3.76231 0.032
C 4.95982 2.20202 -4.91740 -0.369
O 4.67728 3.32033 -5.30780 0.145
C 4.48429 0.99611 -5.69627 -0.564
F 3.17796 1.09425 -5.88851 0.183
F 5.05334 1.06837 -6.88820 0.179
F 4.76643 -0.17740 -5.08303 0.161
H 3.91285 3.07259 -2.15294 0.078
H 5.07931 4.21221 -1.46421 0.080
H 5.00486 2.37268 -1.11162 0.077
H 6.91909 2.68041 -2.35862 0.122
H 6.29154 3.90018 -3.41169 0.120
C -0.92298 1.07933 4.91467 -0.069
O -1.96193 1.92106 5.32430 -0.054
C -2.60610 1.58958 6.51266 -0.486
O -2.40446 0.48933 7.07896 0.082
O -3.37506 2.59054 6.98025 -0.009
C -3.59218 3.82282 6.31170 -0.046
H -0.02511 1.09187 5.53254 0.103
H -0.71622 1.31552 3.87085 0.098
H -1.30759 0.05945 4.91377 0.092
H -2.60420 4.28187 6.27615 0.096
H -4.17835 4.53239 6.89566 0.092
H -4.06304 3.66095 5.34207 0.098
C 0.13047 -6.79922 0.31973 -0.068
C 0.31792 -7.98320 1.16492 -0.289
N 0.44726 -8.89513 1.86113 0.105
H -0.73893 -6.27043 0.71041 0.081
H 0.10269 -7.05767 -0.73881 0.079
H 1.04556 -6.20747 0.29719 0.085
C 4.47378 -0.83906 2.53193 -0.060
C 4.88663 0.41415 3.19321 -0.290
N 5.20708 1.38640 3.70602 0.106
H 3.39439 -0.84965 2.68327 0.079
H 4.87297 -1.72158 3.03185 0.075
H 4.66852 -0.84083 1.45948 0.083
C -4.15555 -4.28826 -1.40036 -0.077
C -3.97045 -5.74199 -1.49118 -0.272
N -3.77372 -6.87831 -1.64910 0.114
H -4.64087 -3.98771 -0.47180 0.076
H -4.78054 -3.91824 -2.21313 0.078
H -3.21921 -3.73087 -1.37427 0.085
C 0.94787 -4.93610 -5.13361 -0.069
C 1.81677 -6.15398 -5.27119 -0.253
N 2.50897 -7.11549 -5.33282 0.095
H 0.20871 -5.12284 -4.35459 0.077
H 0.46602 -4.74747 -6.09296 0.070
H 1.49602 -4.01105 -4.95493 0.078
```

Summary:
Charge: -1
Lowest unoccupied orbital energy (eV): 1.57
HOMO-LUMO gap (eV): 4.9254
HOMO (eV): -3.4
Energy (Eh): -3451.0275

***

[2]
A molecular structure, C29H44AsN8ORuS2, computed with wB97M-V/def2-TZVPD.

```
86
Properties=species:S:1:pos:R:3:lowdin_charge:R:1
Ru -2.38048 -0.37176 0.97015 1.016
C -3.03703 0.93264 -1.54024 -0.114
N -3.61989 1.01963 -0.18639 -0.414
C -3.52878 2.48199 0.17808 -0.100
C -5.02153 0.58603 -0.28295 -0.171
C -5.22253 -0.90239 0.06588 -0.174
N -4.07155 -1.72799 0.51261 -0.381
C -3.84726 -2.88433 -0.40886 -0.054
C -4.40247 -2.24196 1.86600 -0.102
H -3.63502 1.59183 -2.22742 0.121
H -3.05067 -0.09341 -1.92670 0.076
H -1.97626 1.31356 -1.51069 0.097
H -4.02030 3.12549 -0.59620 0.116
H -2.46164 2.73718 0.08855 0.041
H -3.93873 2.70113 1.16866 0.084
H -5.47363 0.83213 -1.30646 0.155
H -5.62635 1.17348 0.40477 0.119
H -5.77934 -1.33941 -0.74602 0.122
H -6.01557 -0.89913 0.82093 0.122
H -4.71675 -3.56322 -0.40182 0.108
H -2.91953 -3.48677 -0.22569 0.098
H -3.76375 -2.42776 -1.39572 0.084
H -5.23300 -2.95828 1.74643 0.109
H -4.68386 -1.41380 2.54934 0.086
H -3.53716 -2.75083 2.31234 0.074
C 4.61920 1.96648 -2.13593 -0.005
C 3.92802 2.20019 -0.82737 -0.393
O 3.99385 1.50635 0.18062 0.058
H 5.53354 1.52957 -1.85303 0.074
H 4.82576 2.88212 -2.73795 0.110
H 4.09460 1.28024 -2.77418 0.074
S 1.68811 5.21184 0.30328 1.001
C 2.70435 3.90492 0.36703 -0.491
N 2.92241 3.28713 -0.81822 -0.045
C 2.23378 3.90818 -1.87793 -0.235
C 2.31159 3.60333 -3.23012 -0.039
C 1.59085 4.36539 -4.11392 -0.079
C 0.85670 5.50772 -3.71238 -0.065
C 0.82130 5.83463 -2.36011 -0.085
C 1.47936 5.01187 -1.48063 -0.414
H 3.19959 3.56690 1.25496 0.078
H 2.77769 2.62184 -3.49826 0.107
H 1.50155 4.08474 -5.19229 0.125
H 0.27676 6.01087 -4.47340 0.107
H 0.25458 6.67234 -1.93194 0.122
C -0.34087 0.53053 4.96939 -0.229
As -1.36799 1.54974 3.67111 0.837
C -3.15318 1.05838 4.24331 -0.267
C -1.38094 3.46054 4.02690 -0.219
S -0.89910 1.08984 1.51244 0.207
H -0.93457 0.35916 5.90912 0.071
H 0.49812 1.14153 5.27161 0.039
H 0.01339 -0.42025 4.56817 0.041
H -3.92934 1.62313 3.70627 0.041
H -3.22948 1.18745 5.33515 0.062
H -3.19146 -0.00031 3.99789 0.001
H -2.39704 3.76010 3.61179 0.065
H -0.61149 3.93739 3.42720 0.034
H -1.28805 3.50898 5.12511 0.060
C -0.25027 -0.99023 -1.69509 0.005
C -0.17584 -1.87912 -0.55789 -0.359
N -0.92936 -1.80713 0.53414 -0.128
C -0.62676 -2.89965 1.30494 -0.145
C 0.36804 -3.59611 0.73454 0.000
N 0.66093 -2.96669 -0.51863 0.035
C 1.86083 -2.99511 -1.36253 -0.050
N 2.84192 -4.02582 -0.95163 -0.053
N 2.45413 -5.34768 -0.71478 0.036
N 3.49000 -6.01428 -0.42522 0.066
C 4.68125 -5.28375 -0.63978 -0.185
C 6.03071 -5.58032 -0.34016 0.003
C 6.91143 -4.56741 -0.59374 -0.083
C 6.51565 -3.36191 -1.19984 -0.071
C 5.19269 -2.95840 -1.26435 -0.009
C 4.24107 -4.00146 -1.03551 -0.155
H 0.18890 -1.48963 -2.53945 0.084
H 0.38812 -0.11383 -1.50016 0.114
H -1.26918 -0.72735 -1.95110 0.047
H -1.21281 -3.04780 2.19394 0.100
H 0.82190 -4.54735 1.08032 0.133
H 2.38537 -2.02338 -1.24652 0.146
H 1.51587 -3.11533 -2.41783 0.148
H 6.36756 -6.53838 0.05346 0.126
H 7.95373 -4.68909 -0.39426 0.107
H 7.33744 -2.66360 -1.46131 0.123
H 4.81820 -1.94611 -1.48385 0.103
```

Summary:
⟨S²⟩: 8.772
Charge: +2
Lowest unoccupied orbital energy (alpha / beta) (eV): -5.05 / -6.89
HOMO-LUMO gap (alpha / beta) (eV): 4.3950 / 5.8671
HOMO (alpha / beta) (eV): -9.4 / -12.8
Energy (Eh): -4771.0426
Multiplicity: 6

***

[3]
A molecular structure, C29H44IN3O5PPt, computed with wB97M-V/def2-TZVPD.

```
84
Properties=species:S:1:pos:R:3:lowdin_charge:R:1
Pt 0.79314 -1.31774 -0.36140 1.019
O 2.14066 -2.73449 -1.14230 -0.138
C 3.36349 -2.51498 -1.21136 -0.136
C 4.06421 -1.32016 -0.87009 -0.107
C 5.42203 -1.27781 -1.25040 0.063
C 6.16316 -0.16306 -1.00743 -0.131
C 5.61028 0.95188 -0.36320 0.042
C 4.30279 0.92332 0.03646 0.016
C 3.48595 -0.20817 -0.19714 -0.306
O 2.28052 -0.17889 0.30256 -0.245
N 7.57065 -0.12910 -1.42908 -0.355
O 8.01863 -1.12513 -1.95726 0.090
O 8.17059 0.91181 -1.26671 0.096
H 3.97326 -3.33022 -1.61560 0.148
H 5.88234 -2.12455 -1.74303 0.135
H 6.23327 1.81860 -0.19132 0.132
H 3.85993 1.76493 0.55221 0.125
C -4.77394 0.65199 -1.10641 -0.187
C -3.73361 0.59047 -2.22068 -0.179
C -2.32365 0.89862 -1.67976 -0.189
C -2.19347 0.52316 -0.18873 -0.408
C -3.00388 -0.74989 0.04886 -0.211
C -4.50296 -0.43640 -0.05645 -0.171
P -0.44175 0.42896 0.33174 0.974
C 0.38718 1.95974 -0.26056 -0.412
C 0.85290 1.91785 -1.72357 -0.203
C 1.91097 3.01000 -1.96266 -0.172
C 1.67104 4.24631 -1.08351 -0.191
C 0.17978 4.42882 -0.82778 -0.181
C -0.36362 3.27670 0.03542 -0.181
C -0.36267 0.53582 2.16532 -0.388
C -1.37490 1.50975 2.81804 -0.181
C -2.51934 0.75102 3.48249 -0.188
C -1.99902 -0.09859 4.64670 -0.178
C -0.62784 -0.72385 4.32763 -0.176
C -0.41388 -0.85725 2.82409 -0.227
H -5.77973 0.54251 -1.51139 0.114
H -4.74187 1.64202 -0.64271 0.116
H -3.97935 1.29327 -3.01661 0.116
H -3.75416 -0.40429 -2.67752 0.108
H -2.09719 1.95594 -1.81778 0.102
H -1.57356 0.34364 -2.25070 0.089
H -2.62828 1.32620 0.41655 0.110
H -2.77532 -1.23139 0.99873 0.088
H -2.71857 -1.44680 -0.74156 0.086
H -4.88167 -0.12106 0.91831 0.110
H -5.04224 -1.35000 -0.31711 0.114
H 1.29516 1.94101 0.34950 0.093
H 0.00196 2.07239 -2.38795 0.099
H 1.26551 0.93854 -1.97164 0.083
H 1.88467 3.29847 -3.01527 0.116
H 2.90868 2.60619 -1.77650 0.094
H 2.09938 5.13024 -1.55580 0.114
H 2.18376 4.13825 -0.12167 0.112
H -0.34753 4.46493 -1.78560 0.118
H -0.02159 5.37737 -0.32960 0.115
H -1.43636 3.17048 -0.13754 0.096
H -0.24298 3.52993 1.08973 0.111
H 0.64928 0.92147 2.32365 0.116
H -1.76295 2.23304 2.10173 0.083
H -0.85190 2.09865 3.57631 0.127
H -3.01162 0.11478 2.73902 0.092
H -3.28058 1.44885 3.83332 0.118
H -2.72519 -0.87676 4.88772 0.111
H -1.91257 0.52705 5.53705 0.112
H -0.53644 -1.70193 4.80212 0.112
H 0.17644 -0.10860 4.74127 0.118
H -1.21174 -1.47063 2.39697 0.090
H 0.51804 -1.38139 2.61183 0.091
C -0.75808 -2.16487 -3.78431 -0.104
O -0.45150 -2.64342 -2.47015 -0.207
H -1.11945 -2.97352 -4.42127 0.088
H 0.11015 -1.69588 -4.25011 0.089
H -1.54733 -1.42398 -3.68684 0.065
H 0.29328 -3.25354 -2.53051 0.068
I -0.85712 -6.11643 3.20268 0.915
C -0.96015 -4.82077 1.61103 -0.770
C -1.99688 -4.66560 0.71663 -0.114
N -1.62737 -3.69696 -0.13615 0.001
N -0.41054 -3.21994 0.13925 -0.086
C 0.00959 -3.89808 1.20167 -0.200
H -2.93947 -5.17764 0.62133 0.130
H -2.09379 -3.37946 -0.96917 0.138
H 0.97692 -3.70177 1.63400 0.114
```

Summary:
Charge: +1
Lowest unoccupied orbital energy (eV): -3.38
HOMO-LUMO gap (eV): 8.0992
HOMO (eV): -11.5
Energy (Eh): -2429.9925